No. 1
A cluster of 2 separate species, C15H24BrF3N3O3PS in total at a distorted geometry, computed with ωB97M-V with the def2-TZVPD basis set.

Output
Total energy   -124867.3490 eV
Molecular weight   494.31 g/mol
LUMO   -2.89 eV
Orbital gap   3.2185 eV

The geometry in XYZ format:
```
51
Properties=species:S:1:pos:R:3:forces:R:3:nbo_charge:R:1
C 0.80485 -3.69429 1.40722 -0.6069 -0.4696 -0.0742 -0.634
C 0.29485 -3.86715 -0.10782 0.4998 0.8962 -0.4441 -0.419
C 0.89479 -2.69935 -1.08536 1.1915 -2.0520 -0.0417 -0.234
N -0.16553 -1.94948 -1.82611 -1.2650 1.2236 1.1566 -0.672
C -1.03462 -1.16528 -0.91902 1.2639 2.3894 2.4309 0.460
C -0.28326 -0.23307 0.10895 -3.9291 0.5875 0.5279 -0.214
C -1.08265 0.69121 1.09836 -1.7040 -3.4620 -4.0689 -0.227
P -0.20531 1.86810 2.31232 -1.2092 0.8156 0.5573 0.792
S -1.37645 2.20441 3.84755 0.2787 -0.3319 -0.4228 -0.564
C -2.65440 0.58575 0.97848 2.0341 -2.0232 -2.3181 -0.206
C -3.29206 -0.37434 -0.08196 2.7092 1.6953 1.8138 0.181
Br -5.29297 -0.33343 -0.13894 2.4993 -0.0919 -0.2453 0.140
N -2.49788 -1.21179 -0.98413 2.0293 1.6508 1.8861 -0.384
C -3.14587 -2.07772 -2.00898 -1.7552 -0.2863 -1.5082 -0.242
C -4.05964 -3.26940 -1.43282 -0.8407 0.6092 0.6834 -0.513
C -3.67839 -3.78164 0.03084 1.8080 -4.1511 0.7194 0.663
N -4.01560 -3.12354 1.29828 -1.3958 -1.4790 -1.7823 -0.847
O -3.05803 -4.89435 0.11328 -1.9630 4.1893 -0.5374 -0.574
H 1.01411 -4.73531 1.82759 -0.2545 1.5215 -0.4055 0.227
H 1.75477 -3.06686 1.50381 -1.3149 -0.8866 -0.2694 0.218
H -0.02463 -3.22288 2.04045 1.2656 -0.5727 -0.8069 0.214
H -0.84049 -3.79390 -0.20410 1.5357 -0.3834 0.3772 0.214
H 0.62909 -4.88914 -0.52139 -0.6285 1.6730 0.6348 0.226
H 1.49878 -3.27622 -1.88964 -0.9995 1.2713 1.1295 0.228
H 1.65824 -2.04865 -0.53552 -1.2151 -0.7058 -0.6766 0.195
H 0.28383 -1.28869 -2.49406 -0.5698 -0.5655 0.6256 0.412
H 0.86869 -0.17083 0.14029 -2.1682 -0.2831 -0.3389 0.296
H 1.06213 1.29551 2.66144 -0.5236 0.1170 -0.7919 0.049
H -0.00039 3.11744 1.59938 0.3026 -1.2747 -0.0246 0.072
H -3.33326 1.22488 1.64562 1.1411 -1.1939 -1.1545 0.298
H -3.85399 -1.38537 -2.61269 1.2247 -1.0720 1.0197 0.240
H -2.43211 -2.52934 -2.77679 -0.4160 1.0078 1.6598 0.284
H -5.14619 -2.89264 -1.39766 1.6249 -0.5876 -0.0274 0.236
H -4.03159 -4.15021 -2.17137 0.2003 1.2938 1.4645 0.274
H -3.91419 -3.86248 2.02828 0.4019 0.7381 -0.7958 0.407
H -5.04500 -2.94353 1.28948 1.0898 0.4400 -0.0630 0.382
C 3.96750 5.98994 -0.83509 0.0690 -0.1034 -0.4467 -0.645
C 4.62547 5.30755 0.35183 0.0459 0.1753 0.2916 -0.068
O 3.74502 4.48069 1.09493 -0.9776 0.5427 -0.2045 -0.580
C 3.45829 3.13970 0.60969 2.5179 -0.7399 -0.2991 0.337
O 4.56183 2.47471 0.35656 -1.4090 -0.0886 -0.3039 -0.870
C 2.43055 3.11392 -0.58129 0.8359 1.3008 0.1384 0.909
F 1.45944 4.05796 -0.41402 -0.3193 -0.2323 -0.1555 -0.362
F 1.76924 1.92478 -0.63410 -0.1740 -0.3317 0.0271 -0.381
F 2.95364 3.32020 -1.80369 -0.3208 -0.4043 0.2904 -0.330
H 2.95665 6.32441 -0.59110 0.1000 0.0457 0.0788 0.204
H 4.56166 6.85150 -1.15356 -0.0239 0.0165 0.0794 0.195
H 3.90291 5.31870 -1.69140 -0.0380 0.0973 0.0503 0.212
H 4.93491 6.09421 1.04834 -0.0748 -0.1482 0.1399 0.162
H 5.54298 4.78813 0.05915 -0.2203 -0.2723 -0.0448 0.191
H 2.83024 2.75718 1.44053 -0.3522 -0.1046 0.4697 0.049
```
Forces are in eV/Å.

***

No. 2
A structure of composition C15H24Cl2N3O3OsSSi, computed with ωB97M-V with the def2-TZVPD basis set.

Output
Total energy   -72777.0973 eV
Charge   +1
Molecular weight   615.66 g/mol
LUMO   -4.20 eV
Orbital gap   7.2956 eV

The geometry in XYZ format:
```
50
Properties=species:S:1:pos:R:3:forces:R:3:nbo_charge:R:1
Os 0.25590 1.50930 -0.04119 0.2990 -0.2929 -0.0548 0.761
O 1.15806 1.23759 3.90691 -0.1297 -0.0952 0.1230 -0.553
C 1.10697 1.21600 2.70770 -0.0190 0.1780 -0.3165 0.743
O 0.02303 1.33758 1.97431 0.3365 0.0984 0.1620 -0.681
C 2.37627 1.03810 1.89866 -0.0994 -0.0161 0.0810 0.112
C 3.62068 0.96088 2.49021 0.0274 -0.0264 -0.0211 -0.186
C 4.73300 0.80399 1.67812 -0.0726 0.0066 -0.0567 -0.118
C 4.55847 0.71995 0.30117 -0.0825 -0.0092 0.0427 -0.226
C 3.28009 0.79581 -0.21820 0.1400 -0.0779 0.0064 0.057
N 2.21423 0.96000 0.57370 -0.1148 -0.1063 -0.1796 -0.451
H 3.67844 1.03262 3.56709 0.0051 -0.0017 0.0023 0.270
H 5.72388 0.74734 2.10769 0.0013 0.0061 0.0027 0.244
H 5.39790 0.59689 -0.36765 0.0009 0.0000 0.0034 0.247
H 3.09891 0.72038 -1.28161 -0.0113 0.0054 0.0065 0.216
Cl 0.80496 1.57771 -2.44617 0.1451 0.0622 0.0841 0.105
C -0.59468 1.49704 -3.57146 0.0550 -0.0360 0.0010 -0.382
Cl -1.28798 -0.10241 -3.62265 -0.0653 -0.0840 0.0200 0.029
H -0.19615 1.76684 -4.54327 -0.0095 -0.0082 0.0158 0.251
H -1.31489 2.21081 -3.20280 -0.1501 0.0928 0.0069 0.242
C -3.19072 2.12871 -1.20323 0.0860 0.1491 0.2069 -1.151
Si -2.27418 1.29312 0.21193 -0.2531 -0.1398 -0.1728 1.576
C -2.83156 -0.49000 0.25665 0.0362 0.0417 0.1607 -1.155
C -2.73030 2.14579 1.79528 0.0063 0.0552 0.0578 -1.152
H -4.24902 2.13742 -0.92588 -0.0080 -0.0003 0.0244 0.259
H -3.12777 1.59389 -2.14366 0.0541 -0.1332 -0.2014 0.233
H -2.89298 3.16995 -1.35329 -0.0156 -0.0751 -0.0102 0.231
H -3.92357 -0.49348 0.32749 0.0226 0.0317 0.0157 0.258
H -2.44124 -1.00125 1.13846 0.0000 -0.0134 -0.0219 0.244
H -2.55715 -1.04605 -0.63668 0.0133 -0.0286 -0.0998 0.231
H -3.82140 2.13517 1.87670 0.0005 -0.0018 -0.0090 0.248
H -2.40288 3.18633 1.81068 -0.0093 -0.0127 0.0127 0.245
H -2.30528 1.65047 2.66619 -0.0305 0.0133 -0.0350 0.274
O 0.49870 5.66277 -0.25020 -0.0336 0.0907 0.1125 -0.842
S -0.57196 4.70401 -0.40278 0.1399 -0.2204 -0.0887 1.423
N -0.15546 3.25723 -0.15463 -0.2790 0.5986 0.0759 -0.818
C -0.66593 -3.56165 -1.63376 0.0064 0.0184 -0.0082 -0.592
C 0.02959 -3.19117 -0.31611 0.0343 -0.0154 0.0074 -0.153
C 1.46700 -3.73164 -0.28277 -0.0099 -0.0049 -0.0085 -0.591
C -0.77252 -3.70168 0.88907 0.0016 0.0016 0.0067 -0.594
C 0.10030 -1.72378 -0.23869 -0.0090 -0.0808 -0.0458 0.525
N 0.14918 -0.58218 -0.19435 -0.0043 0.0501 0.0871 -0.427
H -0.71907 -4.64775 -1.70299 0.0008 -0.0065 0.0014 0.235
H -0.11082 -3.18792 -2.49480 -0.0068 -0.0052 0.0112 0.223
H -1.68166 -3.16692 -1.66795 0.0039 -0.0055 -0.0013 0.223
H 1.42898 -4.81911 -0.34270 0.0018 0.0018 0.0002 0.234
H 1.97083 -3.45711 0.64410 -0.0039 -0.0006 -0.0042 0.224
H 2.04937 -3.36181 -1.12704 -0.0044 -0.0018 0.0045 0.220
H -0.80580 -4.79004 0.84222 0.0059 -0.0004 0.0026 0.233
H -1.79501 -3.32678 0.87239 0.0017 0.0019 -0.0031 0.228
H -0.30476 -3.41099 1.82979 -0.0042 -0.0035 -0.0069 0.228
```
Forces are in eV/Å.

***

No. 3
A structure of composition C15H24ClHgN6O5, computed with ωB97M-V with the def2-TZVPD basis set.

Output
2S+1   2
Total energy   -51819.5681 eV
Molecular weight   604.44 g/mol
LUMO (spin up / spin down)   0.28 / 0.28 eV
⟨S²⟩   0.7643
Orbital gap (spin up / spin down)   5.2889 / 8.0140 eV

The geometry in XYZ format:
```
52
Properties=species:S:1:pos:R:3:forces:R:3:mulliken_spin:R:1
Hg -1.21605 0.23797 0.51869 -0.2782 -0.0054 0.0761 0.002
O 0.35170 -3.16798 3.36580 -0.0645 -0.0792 -0.1127 0.028
C 0.06115 -2.03124 2.65505 0.1713 0.1700 0.2304 0.104
O -0.19510 -2.12819 1.44481 -0.0229 -0.0492 -0.1992 0.123
C 0.12871 -0.83430 3.41687 -0.0036 0.0828 -0.0543 0.270
C 0.55827 -0.82242 4.77742 -0.0274 -0.1699 -0.1337 0.018
C 0.68602 0.35233 5.43836 -0.0076 0.2937 -0.0308 0.072
C 0.37656 1.56746 4.75157 0.0931 -0.1198 0.3602 0.203
C -0.05485 1.48525 3.44918 -0.1771 0.1725 -0.2433 -0.059
N -0.19141 0.34592 2.77255 0.2246 0.0303 0.0226 0.221
C -0.42073 2.73055 2.65779 0.0131 -0.2088 0.1733 -0.024
O -0.48846 3.89193 3.33335 0.0311 -0.0328 0.0358 0.006
O -0.64805 2.72401 1.47967 0.0092 0.0114 -0.1222 -0.008
H 0.25491 -3.88119 2.72128 0.0254 -0.0187 0.0590 0.000
H 0.79911 -1.76187 5.25452 -0.0311 0.0098 -0.0023 0.017
H 1.03087 0.37802 6.46406 -0.0265 0.0068 -0.0240 0.008
H 0.50604 2.50772 5.27096 0.0462 -0.0078 -0.0111 0.017
H -0.35552 3.72602 4.27414 -0.0280 0.0117 -0.0029 0.000
C 3.24894 0.04736 -1.54156 0.0014 0.0155 -0.0667 0.000
N 2.31585 0.89366 -2.26504 0.1350 0.0774 0.0140 0.000
C 2.40350 0.77350 -3.71880 0.0104 -0.0945 0.0258 0.000
C 1.09011 1.12927 -1.66547 -0.1909 0.1843 -0.2324 0.000
N 0.73422 0.59820 -0.55611 -0.1030 -0.0350 0.0854 0.007
N 0.34306 2.06331 -2.37355 -0.1039 -0.1811 0.1699 0.000
C -0.97843 2.49633 -2.18425 0.2883 -0.0820 -0.0369 0.000
N -1.26800 3.60339 -2.95825 0.0676 0.0513 0.1520 0.000
N -1.74725 1.91624 -1.37282 -0.1580 0.1352 -0.0472 0.000
H 4.22833 0.14024 -2.00393 0.0171 -0.0120 -0.0317 0.000
H 2.95910 -1.00991 -1.55282 0.0016 -0.0034 0.0097 0.000
H 3.34347 0.37925 -0.50982 -0.0121 0.0298 0.0295 0.000
H 3.45428 0.68768 -3.98416 0.0229 -0.0096 -0.0048 0.000
H 2.02174 1.64745 -4.23977 -0.0194 0.0234 0.0150 0.000
H 1.87267 -0.10687 -4.09455 -0.0215 -0.0050 0.0356 0.000
H 1.40340 -0.08378 -0.23259 0.0082 -0.1294 0.0119 -0.009
H 0.88485 2.61501 -3.01119 0.0642 0.0341 0.0372 0.000
H -0.70542 3.83567 -3.75663 -0.0234 -0.0618 -0.0466 0.000
H -2.23262 3.87555 -3.00953 -0.0245 -0.0167 -0.0290 0.000
H -2.66808 2.33334 -1.29086 0.0025 0.0084 -0.0522 0.000
Cl -4.23311 1.33492 0.93939 0.0997 -0.2701 -0.0313 0.000
C -3.28855 -0.21008 0.70858 0.0646 0.2135 -0.0100 0.001
H -3.68359 -0.66712 -0.19072 -0.0572 -0.0225 -0.0483 0.000
H -3.50318 -0.83888 1.56297 -0.0683 0.0059 0.0965 0.000
C 0.45104 -3.29473 -1.48794 -0.0489 -0.0338 -0.0188 0.006
C -0.70908 -2.68807 -2.23387 -0.0849 0.0323 0.1012 0.000
C -1.85876 -3.59266 -2.61988 -0.0031 -0.0263 0.0752 0.000
O -0.76342 -1.50099 -2.46681 0.1613 0.0313 -0.1710 0.000
H 0.68006 -4.30041 -1.84101 0.0093 0.0189 0.0026 0.000
H 0.17903 -3.34492 -0.42785 -0.0082 0.0109 -0.0413 -0.003
H 1.32552 -2.65166 -1.57184 -0.0299 -0.0050 -0.0147 -0.001
H -1.55721 -4.63457 -2.72120 -0.0104 0.0259 -0.0065 0.000
H -2.31025 -3.23303 -3.54311 0.0046 0.0027 0.0331 0.000
H -2.61539 -3.53270 -1.83105 0.0618 -0.0099 -0.0260 0.000
```
Forces are in eV/Å.

***

No. 4
A structure of composition C15H24CsN3O9 at a distorted geometry, computed with ωB97M-V with the def2-TZVPD basis set.

Output
Total energy   -39386.2223 eV
Molecular weight   523.27 g/mol
LUMO   -0.12 eV
Orbital gap   7.4463 eV

The geometry in XYZ format:
```
52
Properties=species:S:1:pos:R:3:forces:R:3:mulliken_charge:R:1
Cs -0.13315 0.42977 -0.32992 0.7260 -1.1275 -1.0486 1.274
C 2.53075 -0.80256 -4.43652 0.0162 0.0983 -0.0475 -0.514
O 2.50192 -2.12851 -3.95918 -0.1152 -0.1344 -0.0025 -0.346
C 3.24906 -2.34209 -2.78983 0.1066 0.1289 0.0314 -0.572
C 2.69202 -1.67474 -1.53729 0.2363 -0.2200 0.3089 -0.642
O 1.36437 -2.03118 -1.23089 -0.2067 0.0752 -0.1793 -0.053
C 1.16747 -3.33060 -0.72151 -0.0087 -0.0434 -0.0019 -0.524
C -0.31868 -3.52113 -0.51632 0.0551 -0.1008 0.0043 -0.667
O -0.75624 -2.66839 0.52030 0.1777 0.0197 -0.0418 -0.216
C -2.13871 -2.78811 0.76975 -0.0779 0.0170 0.0287 -0.755
H 3.56422 -0.46118 -4.58073 -0.0182 0.0130 0.0249 0.318
H 2.00932 -0.10455 -3.77697 0.0192 0.0083 0.0615 0.128
H 2.02625 -0.80314 -5.40093 0.0159 -0.0161 -0.0045 0.264
H 4.28786 -1.99774 -2.91973 -0.0564 0.0384 0.0070 0.393
H 3.29219 -3.42436 -2.66103 -0.0415 0.0009 0.0453 0.354
H 2.69407 -0.58611 -1.60475 0.0297 0.0346 -0.2120 0.291
H 3.35193 -1.93546 -0.69467 0.0215 -0.0049 -0.0679 0.357
H 1.69920 -3.44925 0.23200 -0.0450 0.0239 0.0156 0.314
H 1.55128 -4.08655 -1.41589 -0.1407 -0.0338 -0.0108 0.298
H -0.52626 -4.57034 -0.26210 0.0425 0.0409 0.0164 0.422
H -0.85658 -3.28905 -1.44581 0.0710 -0.0106 -0.0199 0.333
H -2.40075 -3.81396 1.05441 -0.0107 0.0337 -0.0137 0.346
H -2.72870 -2.50153 -0.11049 0.0164 -0.0296 0.0262 0.333
H -2.37716 -2.11686 1.59325 -0.0099 -0.0141 -0.0065 0.171
O -2.48996 1.21170 0.48508 -1.0083 0.3245 0.1731 -0.703
C -2.97571 1.09726 1.60247 0.2868 0.0442 -0.0577 -0.320
C -2.25727 1.02566 2.85211 -0.4979 -0.0726 0.5081 0.817
C -3.06921 0.82563 3.98173 0.5018 0.0637 -0.0286 -0.461
C -2.50876 0.76506 5.23296 -0.5602 -0.1519 0.3349 -0.267
C -1.12787 0.91444 5.43224 0.2856 0.0503 -0.3277 -0.400
C -0.31945 1.11616 4.35384 -0.1322 -0.0405 0.2642 -0.683
C -0.82462 1.17316 3.00831 0.1799 0.0529 -0.2258 0.179
O -0.03647 1.33573 2.04023 -0.0572 0.4998 1.0562 -0.756
N -3.37477 0.54895 6.39009 0.1001 0.2591 -0.3672 1.011
O -4.57150 0.42636 6.19586 -0.1438 -0.0938 -0.0188 -0.645
O -2.86319 0.52733 7.49350 0.1355 -0.0742 0.1668 -0.643
H -4.07692 1.03539 1.70185 0.0209 -0.0089 0.0569 0.279
H -4.13827 0.71968 3.86676 -0.0606 -0.0069 0.0420 0.429
H -0.71965 0.86785 6.43077 -0.0676 -0.0105 0.0500 0.475
H 0.74825 1.23303 4.47878 0.0275 0.0084 -0.0347 0.401
C -0.84162 3.15503 -4.03242 0.0536 0.0101 -0.0799 -0.548
O 0.06837 3.83633 -3.16522 0.1513 0.1607 0.0414 -0.439
C 0.85202 3.03460 -2.43075 -0.1720 -0.0663 0.0762 0.706
O 0.84388 1.82580 -2.49976 0.1966 0.1128 -0.6194 -0.587
N 1.60767 3.76433 -1.57885 -0.0190 0.0093 -0.0044 -0.121
N 2.44845 3.10615 -0.68227 -0.0779 0.1771 -0.2314 -0.474
H -1.31006 3.94023 -4.61627 -0.0590 -0.0508 -0.0376 0.232
H -1.58432 2.61655 -3.44586 -0.0136 -0.0166 -0.0443 0.233
H -0.30158 2.46064 -4.67536 -0.0873 0.0256 0.0120 0.269
H 1.50228 4.76673 -1.60498 0.0928 -0.0026 0.1563 0.220
H 2.17000 3.28868 0.27423 0.0933 0.0464 -0.0183 0.252
H 3.40456 3.37917 -0.86418 0.0276 -0.0467 0.2443 0.240
```
Forces are in eV/Å.

***

> Among the records above, which one has the lowest molecular weight?

C15H24BrF3N3O3PS

***

> The highest total energy belongs to which entry?

C15H24CsN3O9